Formula: C36H83O43P7
Source: the Open Molecules 2025 dataset
Level of theory: the ωB97M-V functional and the def2-TZVPD basis

CARTESIAN COORDINATES (ANGSTROEM)
C 14.398 23.096 20.472
C 14.271 22.808 18.989
O 14.533 21.347 18.982
C 14.324 20.877 20.196
O 14.257 19.746 20.580
O 14.232 21.884 21.109
H 13.691 23.792 20.846
H 15.391 23.391 20.691
H 15.036 23.334 18.382
H 13.292 22.981 18.642
C 11.114 21.265 17.939
C 10.362 20.000 17.583
O 10.442 19.344 18.876
C 11.026 20.121 19.773
O 11.084 19.738 20.873
O 11.399 21.310 19.337
H 10.398 22.177 17.789
H 12.010 21.242 17.344
H 10.935 19.441 16.854
H 9.300 20.095 17.342
C 8.606 16.701 12.439
C 9.432 16.597 13.768
O 10.699 17.038 13.197
C 10.695 17.195 11.871
O 11.698 17.379 11.265
O 9.477 17.086 11.358
H 7.792 17.408 12.508
H 8.243 15.667 12.111
H 9.543 15.550 14.067
H 9.219 17.308 14.568
C 10.411 16.691 20.425
C 8.961 17.070 20.731
O 8.369 17.325 19.387
C 9.300 16.985 18.456
O 9.176 17.236 17.319
O 10.364 16.369 18.995
H 10.795 15.753 20.871
H 11.004 17.561 20.556
H 8.805 17.971 21.318
H 8.481 16.266 21.187
C 17.541 16.767 19.022
C 17.785 15.645 18.053
O 18.404 16.339 16.940
C 18.865 17.582 17.341
O 19.515 18.332 16.691
O 18.467 17.760 18.663
H 17.629 16.438 20.107
H 16.517 17.179 18.776
H 16.879 15.137 17.738
H 18.595 14.999 18.497
C 18.785 24.487 21.150
O 18.178 23.186 21.038
P 18.164 22.425 19.692
O 17.502 23.108 18.592
O 17.409 21.107 20.061
C 17.571 20.107 21.024
O 19.717 22.081 19.451
C 20.247 21.693 18.134
H 19.828 24.391 21.538
H 18.218 24.988 21.928
H 18.806 24.972 20.183
H 16.915 19.267 20.669
H 17.271 20.387 22.007
H 18.581 19.682 21.070
H 19.837 20.685 17.914
H 21.326 21.608 18.298
H 19.955 22.435 17.322
C 11.764 14.418 16.218
O 13.016 13.829 15.958
P 13.984 13.309 17.053
O 14.401 14.380 17.914
O 13.290 12.114 17.841
C 12.586 12.305 19.064
O 15.143 12.583 16.312
C 14.977 11.498 15.305
H 11.551 15.000 15.353
H 11.714 15.058 17.094
H 10.964 13.683 16.197
H 13.035 11.807 19.901
H 11.677 11.701 18.946
H 12.371 13.380 19.257
H 15.954 11.372 14.880
H 14.216 11.575 14.559
H 14.808 10.622 15.956
C 14.358 18.344 10.546
O 14.908 19.505 11.342
P 16.523 19.522 11.334
O 17.185 18.562 10.466
O 16.829 21.061 11.032
C 16.293 21.969 12.025
O 16.825 19.276 12.979
C 18.208 19.372 13.284
H 13.348 18.641 10.165
H 14.193 17.495 11.231
H 15.102 18.104 9.772
H 16.723 21.873 12.962
H 15.215 21.767 12.126
H 16.492 22.998 11.715
H 18.397 18.946 14.290
H 18.424 20.445 13.505
H 18.893 18.837 12.698
C 7.264 20.222 13.814
O 8.512 19.799 13.264
P 9.755 20.817 13.597
O 9.773 21.352 14.993
O 11.037 19.952 13.240
C 12.320 20.581 13.078
O 9.684 21.865 12.461
C 9.612 23.268 12.822
H 7.115 20.617 14.818
H 6.587 19.394 13.867
H 6.807 21.057 13.281
H 12.619 21.143 13.966
H 12.505 21.144 12.172
H 13.045 19.767 12.994
H 8.595 23.587 12.745
H 10.385 23.828 12.232
H 9.998 23.367 13.822
C 13.833 20.261 24.097
O 15.193 19.851 23.674
P 15.698 18.351 24.046
O 15.026 17.962 25.300
O 15.595 17.263 22.915
C 14.437 16.718 22.294
O 17.233 18.566 24.103
C 17.762 19.511 25.052
H 14.035 21.229 24.578
H 13.410 19.553 24.760
H 13.275 20.448 23.184
H 13.757 17.470 21.961
H 13.911 15.987 22.900
H 14.682 16.273 21.309
H 17.477 20.588 24.763
H 18.860 19.502 25.048
H 17.387 19.225 26.084
C 17.175 26.190 17.865
O 16.665 25.800 16.560
P 15.096 25.865 16.469
O 14.318 25.650 17.746
O 14.889 27.417 15.921
C 13.695 28.077 16.343
O 14.802 25.030 15.177
C 14.616 23.568 15.242
H 18.086 25.661 17.977
H 16.435 25.828 18.579
H 17.303 27.295 17.845
H 13.791 28.313 17.436
H 12.790 27.424 16.190
H 13.617 28.973 15.725
H 15.554 23.102 15.623
H 14.529 23.257 14.229
H 13.816 23.246 15.866
C 15.404 16.935 15.063
O 14.686 18.150 14.748
P 14.844 19.286 15.834
O 13.754 20.328 15.766
O 14.791 18.368 17.198
C 13.484 18.264 17.777
O 16.345 19.779 15.734
C 16.972 20.698 16.623
H 14.878 16.419 15.859
H 16.443 17.079 15.307
H 15.374 16.245 14.204
H 13.640 17.691 18.756
H 12.789 17.734 17.113
H 13.005 19.219 17.916
H 16.563 21.677 16.628
H 17.991 20.876 16.343
H 16.901 20.294 17.596

The net charge is 0. The SMILES is COP(=O)(OC)OC.COP(=O)(OC)OC.COP(=O)(OC)OC.COP(=O)(OC)OC.COP(=O)(OC)OC.COP(=O)(OC)OC.COP(=O)(OC)OC.O=C1OCCO1.O=C1OCCO1.O=C1OCCO1.O=C1OCCO1.O=C1OCCO1. The orbital gap is 0.3803 Eh. The LUMO energy is 0.42 eV. The HOMO energy is -9.93 eV. The value obtained for the total energy is -7046.94266 Ha. Its energy above the lowest of the compared OMol25 structures with the same formula, charge and spin is 1.022 eV.



Formula: C36H84BN4
Source: the Open Molecules 2025 dataset
Level of theory: the ωB97M-V functional and the def2-TZVPD basis

CARTESIAN COORDINATES (ANGSTROEM)
B -0.759 0.415 0.449
H -0.339 -0.561 0.930
H -1.622 0.917 1.044
H 0.143 1.155 0.394
H -0.966 0.058 -0.639
C 7.901 -1.993 -3.907
C 6.743 -2.646 -3.154
C 5.466 -1.900 -3.552
N 4.180 -2.295 -2.848
C 4.231 -1.930 -1.375
C 2.920 -2.152 -0.583
C 1.669 -1.650 -1.345
C 1.695 -1.843 -2.845
C 3.058 -1.472 -3.433
C 3.877 -3.759 -3.017
H 8.791 -2.596 -3.715
H 8.133 -1.020 -3.475
H 7.793 -1.952 -4.990
H 6.967 -2.421 -2.110
H 6.684 -3.708 -3.373
H 5.236 -2.147 -4.593
H 5.562 -0.817 -3.513
H 4.420 -0.860 -1.295
H 5.055 -2.469 -0.914
H 2.933 -1.455 0.252
H 2.797 -3.193 -0.295
H 1.454 -0.615 -1.082
H 0.858 -2.313 -1.032
H 0.988 -1.188 -3.353
H 1.534 -2.904 -3.039
H 3.324 -0.413 -3.390
H 3.063 -1.615 -4.518
H 4.842 -4.249 -2.955
H 3.444 -3.948 -3.998
H 3.182 -4.139 -2.277
C 1.794 -1.995 5.610
C 1.574 -0.983 4.489
C 0.102 -0.769 4.133
N -0.481 0.563 4.607
C -0.276 0.781 6.098
C -0.778 2.141 6.531
C -0.218 3.302 5.706
C -0.298 3.057 4.200
C 0.283 1.690 3.907
C -1.919 0.757 4.230
H 1.404 -1.661 6.575
H 2.843 -2.256 5.703
H 1.165 -2.869 5.419
H 2.148 -1.270 3.607
H 1.994 -0.020 4.785
H -0.488 -1.463 4.738
H -0.170 -0.802 3.080
H 0.793 0.828 6.318
H -0.634 -0.094 6.639
H -0.441 2.392 7.541
H -1.859 2.140 6.685
H 0.830 3.544 5.916
H -0.691 4.227 6.041
H 0.144 3.884 3.636
H -1.319 3.217 3.831
H 1.263 1.691 4.383
H 0.394 1.458 2.848
H -2.389 -0.188 4.516
H -2.070 0.941 3.170
H -2.393 1.522 4.827
C -2.159 -3.365 2.202
C -2.877 -3.712 0.886
C -2.628 -2.553 -0.073
N -2.975 -2.776 -1.539
C -2.055 -3.817 -2.120
C -2.274 -4.101 -3.618
C -2.068 -2.760 -4.360
C -2.951 -1.685 -3.750
C -2.752 -1.457 -2.278
C -4.445 -3.134 -1.602
H -1.069 -3.310 2.164
H -2.308 -4.186 2.911
H -2.534 -2.501 2.749
H -3.917 -3.816 1.194
H -2.556 -4.604 0.355
H -1.551 -2.355 -0.019
H -2.937 -1.545 0.220
H -1.059 -3.457 -1.852
H -2.108 -4.725 -1.520
H -1.569 -4.848 -3.984
H -3.230 -4.553 -3.883
H -1.029 -2.428 -4.263
H -2.206 -2.852 -5.436
H -2.743 -0.738 -4.259
H -4.000 -1.858 -3.999
H -1.727 -1.191 -2.019
H -3.421 -0.733 -1.819
H -4.966 -2.274 -1.189
H -4.595 -3.980 -0.937
H -4.707 -3.361 -2.627
C -4.669 2.422 -0.055
C -3.557 3.469 0.054
C -2.522 3.182 -1.041
N -1.317 4.125 -0.862
C -1.684 5.515 -1.297
C -0.537 6.504 -1.573
C 0.663 5.922 -2.270
C 1.032 4.549 -1.718
C -0.170 3.599 -1.684
C -0.933 4.297 0.604
H -5.354 2.470 0.790
H -4.232 1.425 0.116
H -5.092 2.382 -1.056
H -3.144 3.435 1.056
H -4.131 4.390 -0.077
H -2.824 3.300 -2.081
H -2.085 2.186 -0.961
H -2.227 5.384 -2.243
H -2.490 5.938 -0.700
H -0.982 7.287 -2.187
H -0.284 6.965 -0.614
H 0.486 5.843 -3.347
H 1.542 6.566 -2.226
H 1.748 4.028 -2.357
H 1.475 4.593 -0.723
H -0.586 3.425 -2.680
H 0.136 2.602 -1.365
H -0.838 3.264 0.956
H -1.675 4.895 1.106
H 0.100 4.624 0.676

The net charge is +3. The orbital gap is 0.3691 Eh. The LUMO energy is -5.87 eV. The HOMO energy is -15.92 eV. The value obtained for the total energy is -1664.97475 Ha. Its energy above the lowest of the compared OMol25 structures with the same formula, charge and spin is 2.034 eV.



Formula: C36H84F6N6O15P
Source: the Open Molecules 2025 dataset
Level of theory: the ωB97M-V functional and the def2-TZVPD basis

CARTESIAN COORDINATES (ANGSTROEM)
P -0.990 0.211 0.795
F -0.486 -1.301 1.186
F -2.395 0.088 1.578
F -0.172 0.699 2.203
F -1.499 1.694 0.275
F 0.342 0.430 -0.109
F -1.913 -0.411 -0.372
C 4.156 -5.650 -5.747
O 5.102 -4.677 -5.157
C 5.021 -4.312 -3.754
C 4.572 -5.313 -2.750
O 3.290 -4.905 -2.226
C 2.322 -5.854 -1.661
C 1.428 -5.166 -0.639
O 2.152 -4.951 0.634
C 1.926 -3.767 1.219
H 3.950 -5.529 -6.811
H 3.224 -5.547 -5.191
H 4.389 -6.702 -5.582
H 4.581 -3.330 -3.582
H 6.094 -4.346 -3.563
H 5.232 -5.543 -1.913
H 4.399 -6.250 -3.279
H 2.596 -6.806 -1.207
H 1.714 -6.012 -2.551
H 0.703 -5.956 -0.445
H 0.953 -4.330 -1.153
H 2.521 -3.639 2.124
H 0.883 -3.640 1.510
H 1.968 -2.867 0.606
C -1.483 -1.878 -3.659
O -1.399 -3.176 -4.281
C -1.321 -4.194 -3.291
C -1.094 -5.631 -3.947
O 0.219 -5.737 -4.511
C 0.509 -6.951 -5.193
C 1.030 -8.194 -4.386
O 2.380 -8.014 -3.939
C 2.942 -9.059 -3.147
H -2.365 -1.586 -3.089
H -1.320 -1.110 -4.415
H -0.724 -1.915 -2.878
H -2.110 -4.249 -2.541
H -0.393 -3.974 -2.762
H -1.871 -5.924 -4.653
H -1.152 -6.307 -3.093
H 1.254 -6.700 -5.948
H -0.353 -7.200 -5.811
H 0.842 -9.174 -4.825
H 0.420 -8.429 -3.514
H 3.987 -8.874 -2.897
H 2.750 -10.055 -3.548
H 2.479 -9.047 -2.161
C 2.513 2.750 0.977
O 2.814 4.077 1.194
C 4.160 4.464 1.058
C 4.326 6.012 1.177
O 3.812 6.628 -0.022
C 3.851 8.041 0.039
C 4.223 8.546 -1.313
O 5.653 8.879 -1.297
C 6.528 7.830 -1.757
H 1.586 2.366 1.402
H 3.299 2.208 1.502
H 2.580 2.456 -0.071
H 4.468 4.198 0.046
H 4.826 3.903 1.713
H 5.361 6.218 1.452
H 3.675 6.259 2.015
H 4.517 8.412 0.818
H 2.928 8.489 0.408
H 3.584 9.391 -1.573
H 4.039 7.772 -2.059
H 6.357 7.558 -2.799
H 6.637 6.911 -1.181
H 7.522 8.276 -1.769
C 0.737 2.700 4.374
O 0.034 3.591 4.838
N 1.392 1.776 5.110
C 2.533 1.104 4.625
C 1.203 1.569 6.567
H 0.963 2.489 3.317
H 2.793 1.267 3.579
H 2.658 0.037 4.810
H 3.334 1.712 5.044
H 0.911 0.573 6.899
H 2.117 1.617 7.160
H 0.432 2.231 6.962
C -6.451 -3.495 -0.019
O -6.574 -3.437 1.207
N -5.356 -3.138 -0.653
C -5.150 -3.294 -2.009
C -4.301 -2.524 0.123
H -7.214 -3.841 -0.734
H -4.111 -3.455 -2.298
H -5.393 -2.460 -2.667
H -5.764 -4.107 -2.397
H -3.401 -3.012 -0.248
H -4.165 -1.532 -0.307
H -4.376 -2.541 1.211
C -2.025 -0.261 4.795
O -2.595 0.744 5.085
N -1.475 -1.245 5.527
C -0.590 -2.216 4.968
C -1.949 -1.492 6.943
H -1.822 -0.446 3.729
H -0.459 -2.086 3.893
H -0.993 -3.201 5.202
H 0.343 -2.147 5.527
H -2.583 -0.723 7.383
H -2.189 -2.520 7.216
H -1.101 -1.274 7.593
C 0.182 6.422 2.110
O -0.252 5.994 3.171
N -0.203 6.085 0.845
C -1.087 4.954 0.648
C 0.446 6.716 -0.256
H 0.894 7.260 2.046
H -1.757 5.142 -0.190
H -1.870 4.950 1.407
H -0.560 4.005 0.545
H 1.054 7.587 -0.013
H 0.853 5.915 -0.873
H -0.327 7.197 -0.856
C -3.401 3.810 -1.925
O -3.382 5.063 -1.938
N -4.245 3.107 -2.721
C -4.653 1.807 -2.242
C -4.989 3.771 -3.838
H -2.819 3.154 -1.259
H -5.687 1.764 -1.900
H -4.190 1.535 -1.294
H -4.443 1.060 -3.007
H -5.377 3.095 -4.600
H -5.944 4.163 -3.488
H -4.478 4.553 -4.400
C -2.815 2.977 2.922
O -2.210 3.807 3.548
N -4.179 2.859 2.976
C -4.785 1.823 2.166
C -5.047 3.629 3.862
H -2.256 2.299 2.259
H -5.822 2.050 1.922
H -4.599 0.824 2.561
H -4.285 1.591 1.225
H -4.667 4.651 3.853
H -6.094 3.536 3.573
H -4.969 3.297 4.897

The net charge is 0. The orbital gap (spin up / spin down) is 0.3119 / 0.1416 Eh. The LUMO energy (spin up / spin down) is 0.03 / -4.60 eV. Its spin multiplicity is 2. The expectation value of S² is 0.7751. The HOMO energy (spin up / spin down) is -8.46 / -8.45 eV. The value obtained for the total energy is -3819.47908 Ha.